[1]
{
  "formula": "C15H26ClF9InNO3P",
  "method": "the ωB97M-V functional and the def2-TZVPD basis",
  "symbols": ["In", "Cl", "P", "F", "F", "F", "F", "F", "F", "F", "F", "F", "O", "O", "O", "N", "C", "C", "C", "C", "C", "C", "C", "C", "C", "C", "C", "C", "C", "C", "C", "H", "H", "H", "H", "H", "H", "H", "H", "H", "H", "H", "H", "H", "H", "H", "H", "H", "H", "H", "H", "H", "H", "H", "H", "H", "H"],
  "xyz": [[-3.614, 0.142, 0.473], [-2.109, 3.084, -1.328], [-4.034, 2.196, -1.035], [0.712, -0.407, -5.439], [1.289, -1.374, -2.084], [3.688, -2.627, -2.555], [0.506, -2.407, -4.668], [2.701, -5.100, -1.886], [4.486, -4.236, -3.775], [1.125, -3.884, -2.728], [-0.518, -0.511, -2.920], [-3.428, 0.117, 3.907], [-5.052, 3.330, -0.189], [2.525, -1.402, -4.672], [4.580, 2.657, 1.493], [2.410, 1.873, 1.216], [1.138, -1.237, -4.461], [3.785, 1.551, 3.534], [1.188, 2.433, 1.843], [-1.540, 0.230, 1.375], [2.286, -4.490, -3.027], [-4.665, 0.741, 3.510], [3.612, 2.052, 2.033], [-4.541, 2.337, 3.332], [3.354, -3.513, -3.522], [1.007, -0.349, 1.237], [3.022, -2.739, -4.817], [2.254, 0.488, 0.688], [-5.189, 0.103, 2.117], [-0.356, -0.147, 0.363], [0.819, -0.617, -3.097], [-1.397, 1.299, 1.750], [-5.521, -0.975, 2.323], [-1.473, -0.492, 2.264], [1.278, -1.460, 1.080], [4.683, 0.863, 3.613], [2.091, -5.270, -3.769], [3.202, -0.101, 0.981], [-0.644, -1.151, -0.122], [0.307, 2.507, 1.120], [0.818, -0.250, 2.359], [0.887, 1.919, 2.831], [-3.706, 2.760, 3.998], [2.230, 0.501, -0.462], [-5.552, 2.843, 3.534], [-5.462, 0.555, 4.307], [1.261, 0.378, -3.008], [-6.130, 0.684, 1.791], [-0.213, 0.589, -0.492], [1.435, 3.519, 2.145], [-4.296, 2.581, 2.236], [2.409, -3.326, -5.506], [2.797, 1.063, 3.838], [-3.899, -1.297, -0.554], [-4.493, 4.121, -0.041], [3.974, -2.608, -5.339], [3.974, 2.454, 4.207]],
  "atomic_forces_ev_per_a": [[0.3347, -0.4163, 1.0014], [-0.2751, 0.1764, 0.5267], [-1.0924, -0.0652, -0.7390], [-0.0271, 0.1715, 0.4121], [0.2085, -0.1462, -0.3210], [-0.2150, -0.2435, -0.0071], [-0.2763, 0.2285, 0.2285], [0.3273, 0.0696, -0.1381], [-0.3008, -0.3052, -0.1397], [0.1222, 0.1072, -0.0988], [0.1860, -0.1319, -0.5312], [-1.4072, 0.9358, -0.2567], [1.8338, 0.2681, -0.1790], [-0.9188, -0.6090, 0.8081], [-2.9357, -2.1277, 1.9947], [-0.3165, -0.2936, 1.0946], [0.9729, -0.5369, -1.1717], [-1.0453, 0.3576, -0.4363], [-0.0078, 1.3971, 1.0424], [0.5873, 0.1812, -0.3471], [-0.2272, -0.6472, 0.4497], [-1.6619, 0.6163, -1.5351], [2.8161, 1.8347, -1.6459], [0.5088, -0.4046, -0.3322], [0.1919, 1.0183, 0.0858], [0.0562, -1.0688, -1.3540], [0.2948, 0.3914, -0.6890], [0.5034, -1.3748, 0.1816], [-0.3286, 0.1121, 1.3938], [-0.3550, -0.5647, 1.3368], [-0.3505, 0.5244, 0.8069], [-0.1206, -1.4393, -0.2478], [0.4289, 1.4017, -0.3025], [-0.1758, 1.0914, -1.1583], [-0.1406, 1.6286, 0.3176], [-1.2727, 0.7614, -0.2062], [0.1129, 0.0714, -0.1307], [-1.2227, 0.8706, -0.5392], [0.6127, 1.4766, 0.6560], [1.3330, -0.4559, 0.9580], [0.2672, 0.1862, -1.6114], [0.1372, 0.5263, -1.5765], [-1.3724, -0.5451, -0.8462], [-0.0593, 0.0451, 1.6818], [1.5283, -0.8312, -0.0340], [1.4618, -0.0304, -0.5781], [0.0553, -0.0112, -0.2289], [1.3478, -0.7356, 0.5878], [-0.1892, -0.6624, 1.1955], [-0.3589, -1.5139, -0.5193], [-0.1985, -0.4022, 1.5735], [-0.1326, -0.0312, 0.3290], [1.5724, 0.4056, -0.1368], [0.0892, 0.3245, 0.0273], [-0.6048, -0.4582, 0.0729], [-0.0301, 0.0554, 0.2917], [-0.2714, -1.1829, -1.0166]],
  "total_energy_ev": -75049.99005,
  "total_charge": -1,
  "lumo_ev": 2.2,
  "homo_ev": -3.810
}

---

[2]
{
  "formula": "C15H26ClMnO2P2Se",
  "method": "the ωB97M-V functional and the def2-TZVPD basis",
  "symbols": ["Se", "Mn", "Cl", "P", "P", "O", "O", "C", "C", "C", "C", "C", "C", "C", "C", "C", "C", "C", "C", "C", "C", "C", "H", "H", "H", "H", "H", "H", "H", "H", "H", "H", "H", "H", "H", "H", "H", "H", "H", "H", "H", "H", "H", "H", "H", "H", "H", "H"],
  "xyz": [[-0.963, 0.570, 2.182], [0.205, 0.199, 0.180], [4.196, 0.244, -0.227], [0.523, -2.008, 0.487], [0.312, 2.370, -0.404], [-1.643, -0.346, -2.092], [3.640, -0.840, -2.543], [-4.700, -1.386, 2.081], [-0.836, -0.139, -1.258], [0.196, 3.580, 0.958], [1.895, 2.699, -1.211], [-0.679, -3.104, -0.339], [-3.397, -0.991, 2.427], [-5.439, -0.612, 1.165], [-0.948, 2.956, -1.586], [-2.826, 0.147, 1.830], [5.972, -0.197, -2.324], [0.530, -2.596, 2.212], [4.545, -0.363, -1.901], [-4.876, 0.537, 0.609], [2.129, -2.486, -0.180], [-3.588, 0.933, 0.954], [-1.697, -2.846, -0.016], [-0.459, -4.149, -0.083], [1.037, 3.438, 1.649], [0.789, -3.664, 2.219], [-1.956, 2.714, -1.222], [2.905, -1.919, 0.348], [0.224, 4.598, 0.543], [2.284, -3.563, -0.043], [-6.442, -0.930, 0.886], [-5.132, -2.281, 2.518], [-3.149, 1.842, 0.547], [6.022, -0.394, -3.398], [2.022, 3.778, -1.358], [-0.613, -2.963, -1.425], [-0.739, 3.427, 1.516], [2.707, 2.301, -0.592], [1.922, 2.176, -2.175], [6.323, 0.817, -2.116], [-0.458, -2.441, 2.667], [2.195, -2.212, -1.239], [-5.445, 1.127, -0.114], [-0.804, 2.454, -2.552], [1.273, -2.031, 2.789], [6.607, -0.926, -1.803], [-2.810, -1.565, 3.145], [-0.854, 4.043, -1.714]],
  "atomic_forces_ev_per_a": [[-0.7137, -0.1271, 1.3160], [1.2636, 0.6790, 1.3995], [0.1291, 0.0417, 0.1111], [-0.6096, -2.4007, 0.6659], [-0.6921, 2.2309, -0.2982], [3.7554, 1.0102, 3.9982], [1.5288, 1.0028, 1.4161], [0.3319, 0.7839, -0.2982], [-4.7706, -1.5662, -6.5248], [0.0909, -0.1052, 0.0326], [0.2881, -0.3083, -0.0331], [-0.0376, 0.2113, -0.0485], [0.0289, -0.1293, -0.0167], [0.4978, -0.4703, 0.3752], [-0.0434, -0.1403, -0.0432], [-0.2191, -0.2211, -0.3243], [-0.1085, -0.0174, -0.1212], [0.1028, 0.1082, -0.0212], [-1.2762, -0.9636, -1.6508], [-0.1094, 0.2132, -0.0382], [0.3391, 0.3699, -0.1049], [0.4064, -0.2096, -0.1682], [0.2051, -0.1399, -0.0432], [-0.0724, 0.2789, -0.0932], [-0.1764, 0.0964, -0.1066], [-0.0876, 0.2770, 0.0781], [0.2468, 0.1489, -0.1018], [-0.1190, -0.3459, -0.0974], [0.0186, -0.2744, 0.1705], [-0.0946, 0.1949, -0.0280], [0.2206, 0.1399, 0.0490], [0.0842, 0.1550, -0.0097], [-0.1962, -0.1392, -0.0627], [-0.0248, 0.0019, 0.1631], [-0.0564, -0.2121, 0.0051], [-0.0191, -0.1504, 0.2366], [0.2446, 0.1412, -0.2092], [-0.1399, 0.3034, -0.1814], [0.0312, 0.1728, 0.1162], [-0.0087, -0.1999, 0.1146], [0.2691, -0.1206, -0.1333], [0.0025, -0.1825, 0.1696], [0.1740, -0.1441, 0.3487], [-0.0519, 0.1881, 0.1735], [-0.1524, -0.1829, -0.0564], [-0.1748, 0.2488, 0.0366], [-0.2679, 0.0696, -0.1607], [-0.0375, -0.3168, -0.0012]],
  "total_energy_ev": -147822.48997,
  "total_charge": 2,
  "lumo_ev": [-8.1, -9.4],
  "homo_ev": [-15.087, -15.135],
  "multiplicity": 5
}

---

[3]
{
  "formula": "C15H26ClN2O2PtSbSi",
  "method": "the ωB97M-V functional and the def2-TZVPD basis",
  "symbols": ["Pt", "Sb", "Cl", "Si", "O", "O", "N", "N", "C", "C", "C", "C", "C", "C", "C", "C", "C", "C", "C", "C", "C", "C", "C", "H", "H", "H", "H", "H", "H", "H", "H", "H", "H", "H", "H", "H", "H", "H", "H", "H", "H", "H", "H", "H", "H", "H", "H", "H", "H"],
  "xyz": [[-0.149, -0.052, 1.357], [1.819, -0.430, -0.296], [1.781, 0.245, 2.487], [-0.568, -5.003, 0.758], [-5.367, 3.210, 0.300], [-2.643, 2.545, 3.595], [-1.962, 0.114, 0.481], [-4.712, 2.936, 2.451], [-3.840, -0.505, -0.819], [-4.752, 2.592, 1.135], [-4.566, 0.547, -0.281], [-0.326, -1.927, 1.117], [-2.039, -5.264, -0.349], [-3.974, 1.377, 0.667], [0.905, -1.211, -2.029], [-0.423, -3.129, 0.975], [2.630, 1.451, -0.760], [-0.790, -5.718, 2.453], [-4.029, 2.253, 3.518], [1.024, -5.529, -0.054], [-2.663, 1.134, 1.016], [3.224, -1.870, 0.282], [-2.538, -0.705, -0.414], [0.064, -5.503, 3.097], [-4.533, 2.499, 4.451], [1.697, -1.367, -2.763], [2.684, -2.753, 0.618], [-2.156, 1.778, 1.732], [-1.903, -4.795, -1.326], [1.160, -5.066, -1.033], [3.861, -1.479, 1.070], [-1.690, -5.331, 2.934], [1.889, -5.301, 0.571], [3.807, -2.100, -0.611], [-4.275, -1.167, -1.554], [-0.890, -6.803, 2.380], [1.830, 2.128, -1.052], [1.011, -6.610, -0.208], [-2.193, -6.331, -0.520], [-5.583, 0.745, -0.594], [0.442, -2.157, -1.757], [0.176, -0.513, -2.435], [-2.950, -4.869, 0.104], [3.170, 1.828, 0.105], [3.314, 1.309, -1.598], [-5.226, 3.780, 2.663], [-1.935, -1.515, -0.795], [-2.513, 3.431, 3.955], [-4.097, 1.177, 3.371]],
  "atomic_forces_ev_per_a": [[-0.0816, 0.2470, -0.0807], [0.1897, -0.2996, -0.4423], [0.0505, -0.0494, 0.1768], [-0.0467, -0.1715, -0.0121], [-0.0763, -0.0525, 0.0096], [0.0589, 0.0633, -0.0252], [-0.2622, 0.0004, 0.0343], [0.0649, 0.0087, 0.0124], [0.0040, 0.0176, -0.0035], [0.1021, 0.0793, -0.0041], [-0.0055, 0.0211, 0.0083], [0.2529, -0.1359, 0.1135], [0.0135, 0.0395, 0.0159], [-0.0189, -0.0423, -0.0230], [-0.1415, 0.1237, 0.0592], [0.0939, 0.0569, -0.0402], [0.0011, 0.0503, 0.1210], [0.0112, 0.0549, -0.0211], [-0.1056, -0.0334, -0.0177], [-0.0153, 0.0640, 0.0185], [0.0087, 0.0631, -0.0780], [0.0099, -0.0015, 0.0873], [-0.0177, 0.0552, -0.0661], [-0.0028, -0.0032, 0.0033], [0.0148, 0.0145, -0.0021], [0.0441, 0.0008, 0.0415], [-0.0167, 0.0192, 0.0065], [-0.0003, -0.0476, 0.0421], [-0.0050, 0.0006, -0.0013], [0.0070, 0.0007, 0.0002], [-0.0126, 0.0190, 0.0018], [-0.0011, -0.0148, 0.0091], [0.0103, -0.0189, -0.0032], [-0.0087, 0.0015, -0.0047], [-0.0013, -0.0056, 0.0069], [-0.0046, -0.0032, 0.0068], [0.0091, 0.0204, 0.0199], [0.0084, -0.0036, 0.0005], [0.0025, -0.0028, 0.0064], [0.0050, 0.0135, -0.0097], [0.0006, -0.0069, -0.0421], [-0.0273, -0.0144, 0.0248], [-0.0087, -0.0066, -0.0104], [-0.0368, 0.0264, 0.0054], [-0.0323, -0.0680, -0.0134], [-0.0103, -0.0072, -0.0180], [-0.0017, -0.0257, 0.0380], [-0.0285, -0.0397, 0.0350], [0.0068, -0.0076, 0.0141]],
  "total_energy_ev": -53219.92489,
  "total_charge": 2,
  "lumo_ev": -8.6,
  "homo_ev": -15.401,
  "e_above_lowest_ev": 0.098
}

---

[4]
{
  "formula": "C15H26FINO5",
  "method": "the ωB97M-V functional and the def2-TZVPD basis",
  "symbols": ["I", "F", "O", "O", "O", "O", "O", "N", "C", "C", "C", "C", "C", "C", "C", "C", "C", "C", "C", "C", "C", "C", "C", "H", "H", "H", "H", "H", "H", "H", "H", "H", "H", "H", "H", "H", "H", "H", "H", "H", "H", "H", "H", "H", "H", "H", "H", "H", "H"],
  "xyz": [[-2.917, -7.635, 1.544], [-0.689, -1.056, 0.980], [0.226, 4.756, -1.155], [-2.344, -2.540, -0.272], [-2.850, -1.690, 1.901], [-3.530, -2.715, 4.159], [-1.245, -2.779, 3.254], [0.593, 3.603, -1.870], [2.560, 2.139, -0.185], [1.081, 2.208, 0.183], [-2.282, -5.833, 3.983], [-1.679, -6.020, 2.462], [0.177, 2.411, -1.059], [0.214, 1.118, -1.919], [-1.029, -3.384, 1.926], [-1.720, -2.155, 1.029], [-1.873, -4.718, 1.483], [2.352, 2.784, -3.416], [2.480, 5.133, -2.690], [-1.311, 2.500, -0.597], [2.984, 3.359, -0.999], [2.054, 3.709, -2.200], [-2.680, -2.394, 3.181], [-0.573, -6.458, 2.470], [-1.626, -2.602, -0.994], [-1.469, -5.043, 0.410], [2.441, 5.883, -1.891], [-0.400, 1.229, -2.822], [-0.192, 0.266, -1.357], [1.435, 2.477, -3.932], [0.934, 3.023, 0.901], [-1.977, 2.658, -1.453], [0.803, 1.286, 0.712], [3.159, 2.091, 0.730], [-1.627, 1.572, -0.105], [3.026, 4.213, -0.310], [0.072, -3.607, 1.572], [-1.794, -4.960, 4.589], [4.011, 3.205, -1.354], [-1.486, 3.305, 0.125], [2.903, 1.884, -3.131], [-3.037, -4.520, 1.316], [2.780, 1.218, -0.740], [1.214, 0.817, -2.226], [-3.460, -5.794, 3.939], [1.847, 5.478, -3.516], [2.950, 3.288, -4.186], [3.518, 5.128, -3.048], [-2.024, -6.835, 4.578]],
  "atomic_forces_ev_per_a": [[0.7238, 0.6910, 0.3363], [-2.9314, -2.5567, -0.5191], [0.6424, -2.9810, -2.2215], [3.1603, 1.5882, 1.9325], [1.8754, -2.6972, 1.3887], [5.6916, 2.9398, -7.3993], [-2.9983, -1.0362, -1.5737], [-0.0477, 3.4772, 3.6806], [-0.0082, -0.0960, -0.1621], [0.2271, 0.1277, -0.0679], [0.2802, -1.3990, 0.1621], [0.1603, 0.7134, 0.7356], [-1.0276, -1.6215, 0.2106], [0.0861, -0.0449, -0.2392], [-1.0676, 0.5785, -2.7446], [0.2048, -0.2946, 0.2031], [-0.1992, -1.0143, -0.1193], [-0.1134, -0.3188, -0.2708], [-0.6287, 0.1491, 0.5252], [0.2590, 0.6183, -0.0470], [-0.2822, 0.0304, 0.2940], [1.3568, 0.1012, -1.3014], [-1.7585, -1.6575, 3.9723], [-2.4551, 1.1755, -0.0579], [-1.3142, 0.2778, 1.8238], [-0.7679, 0.9102, 2.3288], [-0.2296, -0.2475, -0.1409], [0.1365, 0.0775, 0.1698], [0.0195, 0.4015, 0.0908], [0.1232, 0.0409, 0.2397], [-0.1270, 0.0935, -0.2141], [0.1621, 0.0443, 0.0745], [-0.1899, 0.1562, -0.2838], [-0.0218, -0.0063, -0.1139], [0.3670, 0.0564, -0.1967], [-0.1684, 0.0299, -0.2149], [-2.0030, 1.0842, 1.5155], [-1.0867, -1.4683, -1.4403], [-0.2427, 0.1507, -0.2008], [0.1804, -0.0127, -0.2548], [-0.1223, 0.0187, -0.0040], [2.5673, -0.2730, 0.6593], [-0.0902, 0.0807, 0.0520], [0.0004, 0.1259, -0.0396], [2.4868, 0.3194, 0.1076], [0.0355, -0.1239, 0.1655], [-0.0331, 0.0211, 0.3853], [-0.2756, -0.3770, 0.1048], [-0.5561, 2.1472, -1.3305]],
  "total_energy_ev": -38516.11606,
  "lumo_ev": [-0.1, -0.2],
  "homo_ev": [-9.076, -9.665],
  "multiplicity": 2
}